--- w ---
Molecular formula: C12H41ClN13O12
Method: DFT, ωB97M-V/def2-TZVPD

Cartesian coordinates (Å):
Cl1 13.50818 -11.32082 9.34021
O1 14.08424 -10.97568 10.62641
O2 13.96478 -12.64928 8.98926
O3 12.06599 -11.36383 9.46049
O4 13.89764 -10.32821 8.37789
C1 15.59602 -14.52861 13.42258
C2 14.89652 -13.36847 12.72782
O5 13.59967 -13.75225 12.34481
H1 15.21258 -15.51656 13.16448
H2 15.68901 -14.52048 14.50705
H3 16.61374 -14.59534 13.02365
H4 15.44706 -12.99078 11.85328
H5 14.99874 -12.45708 13.33528
H6 13.25061 -13.16851 11.65940
C3 11.47047 -8.05274 10.91303
O6 11.37967 -6.95632 11.48946
N1 11.18584 -9.19509 11.60625
N2 11.93024 -8.24384 9.65380
H7 10.89225 -9.17801 12.56158
H8 11.21061 -10.08327 11.12920
H9 12.26256 -7.44298 9.15192
H10 12.14442 -9.18646 9.36876
C4 17.71155 -9.87812 8.85064
O7 18.83588 -9.96831 8.35685
N3 16.89498 -8.82344 8.58796
N4 17.15941 -10.86281 9.61358
H11 15.93250 -8.73982 8.86006
H12 17.26602 -8.15725 7.93541
H13 17.66553 -11.69526 9.84714
H14 16.21427 -10.75839 9.93378
C5 16.58082 -15.64735 9.67885
O8 17.20570 -16.66459 9.38102
N5 15.42560 -15.68371 10.43513
N6 16.84044 -14.38302 9.25305
H15 15.17665 -16.58854 10.79358
H16 15.17533 -14.85800 10.95411
H17 17.60586 -14.36383 8.58058
H18 16.27910 -13.55181 9.22375
C6 11.73547 -15.82604 9.11379
O9 11.15631 -16.89164 9.31887
N7 11.18606 -14.57654 9.27844
N8 12.99700 -15.76555 8.54693
H19 11.43807 -13.66453 8.94454
H20 10.22788 -14.58196 9.59538
H21 13.29865 -14.83044 8.35075
H22 13.51720 -16.57529 8.27880
C7 15.09589 -6.90692 12.35302
O10 16.21454 -6.49964 12.68149
N9 13.99625 -6.10785 12.24000
N10 14.82079 -8.26006 12.25586
H23 14.06627 -5.11245 12.15008
H24 13.05975 -6.49262 12.10406
H25 13.93160 -8.65193 12.02623
H26 15.62925 -8.81868 12.46606
C8 13.86132 -10.90072 3.74312
O11 13.67920 -9.76155 3.31899
N11 14.39025 -11.15787 4.97769
N12 13.82619 -12.00063 2.92504
H27 14.63213 -10.42862 5.62140
H28 14.70232 -12.08899 5.24237
H29 14.20344 -12.89163 3.19731
H30 13.68248 -11.86282 1.94348
C9 17.64413 -14.67244 4.53479
C10 17.22414 -13.51870 5.43217
C11 15.85489 -13.77919 6.07834
O12 14.87537 -13.99197 5.05916
C12 13.54080 -14.24584 5.48764
N13 18.22884 -13.29146 6.50140
H31 17.62915 -15.61909 5.08099
H32 18.63690 -14.41400 4.16224
H33 16.99153 -14.86238 3.68249
H34 17.19729 -12.61243 4.81575
H35 15.50449 -12.98587 6.75020
H36 15.95506 -14.66317 6.71875
H37 13.06185 -13.40947 5.99848
H38 13.42825 -15.21476 5.97703
H39 12.94509 -14.42498 4.58817
H40 19.12317 -13.50401 6.06784
H41 18.25139 -12.28475 6.63794

## Properties
* charge: -1
* HOMO level: -7.3538 eV
* E_LUMO: 2.36 eV
* HOMO-LUMO gap: 9.7 eV

Atomic charges from the Löwdin analysis, expressed in e, are listed below: number 1, Cl, carries 0.65; number 2, O, carries -0.36; number 3, O, carries -0.36; number 4, O, carries -0.36; number 5, O, carries -0.33; number 6, C, carries -0.09; number 7, C, carries -0.35; number 8, O, carries -0.07; number 9, H, carries 0.07; number 10, H, carries 0.07; number 11, H, carries 0.07; number 12, H, carries 0.09; number 13, H, carries 0.11; number 14, H, carries 0.06; number 15, C, carries -0.66; number 16, O, carries -0.03; number 17, N, carries 0.17; number 18, N, carries 0.19; number 19, H, carries 0.11; number 20, H, carries 0.07; number 21, H, carries 0.11; number 22, H, carries 0.04; number 23, C, carries -0.68; number 24, O, carries -0.01; number 25, N, carries 0.16; number 26, N, carries 0.17; number 27, H, carries 0.08; number 28, H, carries 0.10; number 29, H, carries 0.09; number 30, H, carries 0.05; number 31, C, carries -0.67; number 32, O, carries 0.00; number 33, N, carries 0.16; number 34, N, carries 0.16; number 35, H, carries 0.11; number 36, H, carries 0.04; number 37, H, carries 0.08; number 38, H, carries 0.06; number 39, C, carries -0.65; number 40, O, carries 0.00; number 41, N, carries 0.15; number 42, N, carries 0.15; number 43, H, carries 0.06; number 44, H, carries 0.10; number 45, H, carries 0.04; number 46, H, carries 0.10; number 47, C, carries -0.67; number 48, O, carries -0.01; number 49, N, carries 0.15; number 50, N, carries 0.16; number 51, H, carries 0.10; number 52, H, carries 0.04; number 53, H, carries 0.06; number 54, H, carries 0.09; number 55, C, carries -0.66; number 56, O, carries 0.00; number 57, N, carries 0.18; number 58, N, carries 0.15; number 59, H, carries 0.10; number 60, H, carries 0.04; number 61, H, carries 0.07; number 62, H, carries 0.10; number 63, C, carries -0.06; number 64, C, carries -0.41; number 65, C, carries -0.20; number 66, O, carries -0.25; number 67, C, carries -0.09; number 68, N, carries 0.05; number 69, H, carries 0.09; number 70, H, carries 0.08; number 71, H, carries 0.07; number 72, H, carries 0.14; number 73, H, carries 0.11; number 74, H, carries 0.12; number 75, H, carries 0.09; number 76, H, carries 0.08; number 77, H, carries 0.09; number 78, H, carries 0.07; number 79, H, carries 0.07

=====

--- x ---
Molecular formula: C12H41ClN13O12
Method: DFT, ωB97M-V/def2-TZVPD

Cartesian coordinates (Å):
Cl1 -2.51833 19.89890 -22.61250
O1 -1.53175 18.90345 -22.91988
O2 -2.35139 21.05463 -23.51473
O3 -3.80755 19.41024 -22.67880
O4 -2.41192 20.23634 -21.17491
C1 -3.61282 12.17301 -24.88200
C2 -3.96955 13.52051 -25.49406
O5 -5.32151 13.66613 -25.77416
H1 -3.96856 12.07154 -23.85670
H2 -2.55834 11.90103 -24.83501
H3 -4.01356 11.27760 -25.35713
H4 -3.50730 13.84625 -26.42590
H5 -3.82183 14.39478 -24.86008
H6 -5.67112 14.51269 -26.06177
C3 -10.06060 19.14384 -22.66882
O6 -11.26561 19.35613 -22.44702
N1 -9.21680 18.71477 -21.72825
N2 -9.56967 18.95116 -23.88263
H7 -9.39951 18.79534 -20.73818
H8 -8.28326 18.84699 -22.09035
H9 -10.18248 19.02176 -24.68237
H10 -8.56754 18.87406 -23.98208
C4 -0.13000 19.43063 -29.79875
O7 0.82860 18.77326 -30.20210
N3 -0.44381 20.50179 -30.43810
N4 -0.91052 19.17083 -28.74559
H11 0.17391 20.70097 -31.21195
H12 -1.22904 21.08695 -30.19091
H13 -1.75923 19.70614 -28.63054
H14 -0.67519 18.25906 -28.38037
C5 3.56918 22.60589 -22.84861
O8 4.54071 23.36582 -22.70761
N5 3.42736 21.81169 -23.88622
N6 2.45672 22.77229 -22.15340
H15 2.67798 21.13649 -23.83490
H16 4.22487 21.86017 -24.50406
H17 2.54124 23.31257 -21.30426
H18 1.60274 22.37183 -22.51458
C6 -6.81820 19.78257 -28.45595
O9 -6.74712 18.62912 -28.17085
N7 -7.42607 20.15888 -29.46065
N8 -6.49776 20.79493 -27.79388
H19 -7.33745 20.99691 -30.01737
H20 -7.81404 19.37009 -29.95804
H21 -6.95372 21.65798 -28.05343
H22 -5.92916 20.67507 -26.96780
C7 -7.06130 19.09103 -15.15286
O10 -7.62073 18.42210 -14.30170
N9 -7.00070 20.41965 -15.09929
N10 -6.44647 18.61733 -16.26731
H23 -7.48079 20.82596 -14.30903
H24 -6.74998 20.86594 -15.96996
H25 -5.97043 19.21518 -16.92765
H26 -6.29089 17.62170 -16.33528
C8 -0.96000 13.79510 -19.32541
O11 -0.70693 13.02056 -18.39313
N11 -0.06996 14.20733 -20.21292
N12 -2.09953 14.41177 -19.49907
H27 -0.40696 14.90607 -20.85968
H28 0.89854 14.13740 -19.93505
H29 -2.85587 13.98421 -18.98406
H30 -2.25072 15.25562 -20.03307
C9 4.29146 15.41088 -24.84176
C10 4.79844 16.79267 -24.31837
C11 5.64506 16.75980 -23.08562
O12 5.04175 16.42094 -21.82271
C12 4.15638 17.26670 -21.07942
N13 5.65033 17.34280 -25.48373
H31 3.92181 15.30731 -25.86192
H32 3.55174 14.93207 -24.20016
H33 5.20941 14.82311 -24.84442
H34 3.87164 17.32552 -24.10574
H35 6.02104 17.77818 -22.98743
H36 6.51997 16.10980 -23.07410
H37 3.37463 17.43397 -21.82037
H38 4.43189 18.31844 -21.00169
H39 3.91110 16.74972 -20.15170
H40 5.58438 18.34020 -25.33899
H41 5.29172 17.16537 -26.41110

## Properties
* charge: -1
* HOMO level: -6.5336 eV
* E_LUMO: 1.56 eV
* HOMO-LUMO gap: 8.1 eV

Atomic charges from the Löwdin analysis, expressed in e, are listed below: number 1, Cl, carries 0.59; number 2, O, carries -0.39; number 3, O, carries -0.41; number 4, O, carries -0.38; number 5, O, carries -0.42; number 6, C, carries -0.07; number 7, C, carries -0.34; number 8, O, carries -0.10; number 9, H, carries 0.07; number 10, H, carries 0.07; number 11, H, carries 0.07; number 12, H, carries 0.11; number 13, H, carries 0.11; number 14, H, carries 0.09; number 15, C, carries -0.73; number 16, O, carries -0.01; number 17, N, carries 0.15; number 18, N, carries 0.15; number 19, H, carries 0.12; number 20, H, carries 0.10; number 21, H, carries 0.12; number 22, H, carries 0.11; number 23, C, carries -0.78; number 24, O, carries 0.00; number 25, N, carries 0.15; number 26, N, carries 0.17; number 27, H, carries 0.12; number 28, H, carries 0.11; number 29, H, carries 0.11; number 30, H, carries 0.12; number 31, C, carries -0.76; number 32, O, carries -0.02; number 33, N, carries 0.16; number 34, N, carries 0.16; number 35, H, carries 0.11; number 36, H, carries 0.12; number 37, H, carries 0.12; number 38, H, carries 0.11; number 39, C, carries -0.93; number 40, O, carries 0.07; number 41, N, carries 0.16; number 42, N, carries 0.18; number 43, H, carries 0.13; number 44, H, carries 0.13; number 45, H, carries 0.12; number 46, H, carries 0.14; number 47, C, carries -0.73; number 48, O, carries 0.02; number 49, N, carries 0.14; number 50, N, carries 0.14; number 51, H, carries 0.11; number 52, H, carries 0.10; number 53, H, carries 0.10; number 54, H, carries 0.11; number 55, C, carries -0.76; number 56, O, carries 0.00; number 57, N, carries 0.15; number 58, N, carries 0.15; number 59, H, carries 0.11; number 60, H, carries 0.11; number 61, H, carries 0.12; number 62, H, carries 0.12; number 63, C, carries -0.07; number 64, C, carries -0.39; number 65, C, carries -0.20; number 66, O, carries -0.22; number 67, C, carries -0.09; number 68, N, carries 0.04; number 69, H, carries 0.07; number 70, H, carries 0.07; number 71, H, carries 0.07; number 72, H, carries 0.12; number 73, H, carries 0.12; number 74, H, carries 0.13; number 75, H, carries 0.07; number 76, H, carries 0.08; number 77, H, carries 0.09; number 78, H, carries 0.05; number 79, H, carries 0.06

=====

Stability verdict: w, ahead by 163.9 kcal/mol